Entry 1:
Computed, not measured: C18H41N2OP3RuS as an isolated structure in a non-equilibrium geometry, with the ωB97M-V functional and the def2-TZVPD basis.

Each line ends with the Mulliken spin population.
Atoms and positions in Å:
1 Ru 0.116957 -0.021700 -0.187980  1.93
2 P 1.661235 1.008492 1.305932  0.03
3 P -0.960483 1.778300 -1.256191  -0.09
4 P 1.487930 -0.561891 -1.935148  -0.05
5 H -1.754603 -2.016572 0.002573  0.02
6 C -0.727982 -2.015374 -0.390707  0.13
7 C 0.309052 -2.089642 0.620264  0.11
8 H -0.025903 -2.360755 1.631358  0.00
9 C 1.601471 1.564569 3.063558  0.03
10 C 2.433645 2.578021 0.699892  0.03
11 C 3.139649 -0.079004 1.435460  0.03
12 C -2.322242 1.332152 -2.418315  0.06
13 C -1.743942 3.143445 -0.298466  0.03
14 C 0.117400 2.802170 -2.357415  0.01
15 C 2.343177 -2.171106 -1.790434  0.01
16 C 2.858912 0.581243 -2.315487  0.02
17 C 0.540634 -0.737876 -3.492946  0.04
18 H -0.598861 -2.522224 -1.357169  0.02
19 H 1.276077 -2.534710 0.394003  0.00
20 H 1.135870 0.680777 3.696455  -0.01
21 H 0.895021 2.388161 3.100277  0.00
22 H 2.557921 1.915819 3.452858  0.00
23 H 1.710484 3.396121 0.720583  0.00
24 H 2.845022 2.537222 -0.309631  0.00
25 H 3.263790 2.877670 1.356996  0.01
26 H 2.867254 -1.021049 1.908770  0.00
27 H 3.900106 0.409132 2.056477  0.00
28 H 3.596888 -0.300776 0.468873  0.00
29 H -2.711411 2.225711 -2.930288  0.00
30 H -3.128974 0.865676 -1.841673  0.01
31 H -1.967568 0.616051 -3.166308  -0.01
32 H -2.135052 3.921226 -0.976501  0.00
33 H -1.007237 3.600764 0.371971  0.00
34 H -2.567891 2.746040 0.304439  0.00
35 H -0.477843 3.611432 -2.806563  0.00
36 H 0.545064 2.198149 -3.162921  0.00
37 H 0.924346 3.244685 -1.761794  0.00
38 H 2.923096 -2.331928 -2.709145  0.00
39 H 1.606433 -2.973702 -1.671316  0.00
40 H 3.014072 -2.160249 -0.921636  0.00
41 H 3.323038 0.226629 -3.246726  0.00
42 H 3.597476 0.573065 -1.504650  0.00
43 H 2.483827 1.600081 -2.456794  0.00
44 H 1.223557 -1.133098 -4.257435  0.00
45 H 0.129428 0.222347 -3.822772  0.00
46 H -0.286919 -1.441464 -3.336844  0.00
47 C -2.612817 -0.885904 -7.114075  0.27
48 C -3.744612 -1.404603 -7.786537  0.10
49 C -3.943036 -2.783113 -7.786548  0.04
50 C -3.033324 -3.633211 -7.141701  0.27
51 C -1.911051 -3.107017 -6.489041  0.05
52 C -1.694785 -1.730820 -6.478915  0.08
53 O -2.353979 0.449564 -7.023341  0.18
54 H -3.047161 0.931050 -7.510758  -0.01
55 H -4.434789 -0.719078 -8.279194  0.00
56 H -4.814320 -3.202653 -8.292591  0.00
57 H -3.198914 -4.710448 -7.149767  0.00
58 H -1.195540 -3.756230 -5.986414  0.00
59 H -0.832229 -1.276273 -5.994723  0.02
60 N 0.114107 -1.340718 4.371760  -0.01
61 C -0.143812 -0.102314 3.871348  0.17
62 N -1.076190 0.675511 4.445429  0.01
63 S -0.848437 0.103288 1.791220  0.49
64 H 0.050947 -1.469376 5.382138  0.01
65 H 0.742327 -1.964898 3.880276  0.00
66 H -1.413805 1.426391 3.839813  0.00
67 H -1.262502 0.679026 5.427340  0.00

Atoms 1-6, force components in eV/Å:
-1.65 0.68 2.64
3.99 0.76 0.12
-0.36 2.15 -2.24
1.18 -0.09 -1.62
0.33 0.21 -0.42
1.07 -1.23 1.44

## Properties
Lowest unoccupied orbital energy (alpha / beta) = -0.4814 / -0.5260 hartree
Max |F| = 5.39 eV Å⁻¹
HOMO energy (alpha / beta) = -19.618 / -20.072 eV
Energy above the lowest of the compared OMol25 structures with the same formula, charge and spin = 3.187 eV
Total charge = +4
Gap between HOMO and LUMO (alpha / beta) = 6.5 / 5.8 eV
Spin multiplicity = 5

---

Entry 2:
Computed, not measured: a 3-piece molecular cluster, C3H12NO2 overall in a non-equilibrium geometry, with the ωB97M-V functional and the def2-TZVPD basis.

Each line ends with the natural charge from an NBO analysis.
Atoms and positions in Å:
1 C -2.333446 0.257742 -0.445638  -0.65
2 C -1.061016 -0.526070 -0.626968  0.15
3 C -0.947336 -1.838683 -0.752328  -0.36
4 N 0.195591 0.218909 -0.326903  -0.72
5 H -2.128434 0.996663 0.332571  0.21
6 H -3.163041 -0.387822 -0.185742  0.26
7 H -2.536652 0.836347 -1.347428  0.24
8 H -0.003786 -2.294640 -1.002783  0.22
9 H -1.826138 -2.457859 -0.865265  0.24
10 H 0.454438 0.659392 -1.183129  0.43
11 H 0.169924 0.988977 0.342363  0.45
12 H 0.936929 -0.488119 -0.114401  0.48
13 H 3.175405 -0.670142 0.593988  0.50
14 H 3.064866 -1.780853 -0.332776  0.50
15 O 2.614835 -0.940348 -0.146011  -0.96
16 H 1.305332 2.480381 2.771729  0.50
17 H 0.700247 2.739997 1.436913  0.46
18 O 1.382282 2.206128 1.851810  -0.95

Atoms 1-6, force components in eV/Å:
1.21 0.43 -0.17
-0.82 -0.47 1.78
-0.13 0.38 -1.04
-0.38 -0.78 -0.93
-0.50 -0.07 0.21
-0.08 0.05 -0.03

## Properties
Lowest unoccupied orbital energy = -0.1176 hartree
Max |F| = 2.01 eV Å⁻¹
HOMO energy = -14.453 eV
Energy above the lowest of the compared OMol25 structures with the same formula, charge and spin = 1.064 eV
Total charge = +1
Gap between HOMO and LUMO = 11.3 eV

---

Entry 3:
Computed, not measured: a 2-piece molecular cluster, C4H15N2O2 overall in a non-equilibrium geometry, with the ωB97M-V functional and the def2-TZVPD basis.

Each line ends with the Mulliken spin population.
Atoms and positions in Å:
1 N 0.356384 1.519252 1.261121  1.50
2 C 0.460646 0.108454 0.714153  0.66
3 C 1.302837 0.131352 -0.598970  0.42
4 C 1.639071 -1.280246 -1.049319  -0.03
5 O 2.524031 0.768385 -0.130679  -0.36
6 C -0.915403 -0.475812 0.476749  -0.17
7 N -1.482832 -1.115908 1.690371  -0.01
8 H 0.837022 1.701980 2.181792  -0.44
9 H 0.701287 2.181962 0.533117  -0.39
10 H -0.647316 1.800026 1.329673  -0.74
11 H 1.059180 -0.495468 1.380722  0.36
12 H 0.935249 0.770362 -1.393213  0.07
13 H 2.128177 -1.778432 -0.206693  0.00
14 H 0.758119 -1.879015 -1.270509  0.00
15 H 2.294829 -1.262940 -1.915328  0.00
16 H 3.238316 0.120931 -0.104337  0.08
17 H -0.934275 -1.080963 -0.440114  -0.01
18 H -1.679486 0.209718 0.103129  0.08
19 H -1.400296 -2.107248 1.550531  0.02
20 H -2.463863 -0.892452 1.761688  -0.07
21 H -3.765201 0.821339 -2.440345  -0.01
22 H -3.536798 -0.558254 -1.967661  0.00
23 O -3.047691 0.263727 -2.100667  0.04

Atoms 1-6, force components in eV/Å:
-0.31 -0.25 -0.74
-0.44 0.24 -1.84
1.29 0.02 1.72
-0.31 0.06 0.28
0.05 0.06 -0.62
-1.47 -0.11 -0.05

## Properties
Lowest unoccupied orbital energy (alpha / beta) = 0.0161 / 0.0129 hartree
Max |F| = 2.15 eV Å⁻¹
HOMO energy (alpha / beta) = -3.006 / -9.975 eV
Energy above the lowest of the compared OMol25 structures with the same formula, charge and spin = 1.794 eV
Gap between HOMO and LUMO (alpha / beta) = 3.4 / 10.3 eV
Spin multiplicity = 2